1.
DFT (wB97M-V/def2-TZVPD) results for an isolated molecule of C20H25BrO5.

Positions of all 51 atoms, in Å:
1 C -0.2772 -2.7511 0.0607
2 H 0.2427 7.8019 3.1458
3 C 1.6162 -0.0923 2.9564
4 H 0.7543 7.9231 1.3922
5 C 1.8408 0.6567 0.5736
6 O 1.2564 1.9183 0.8106
7 H 0.1098 -3.2061 0.9615
8 C -0.7374 3.2518 0.9111
9 C 3.7040 0.8237 -1.9498
10 C 2.2131 1.0708 -1.7442
11 O 1.6454 0.2364 -0.7424
12 C 1.2757 -1.2138 3.9501
13 H 2.0284 2.1228 -1.4972
14 H 1.7693 -1.3670 1.2186
15 H 3.8807 -0.2307 -2.1468
16 H -1.9029 0.9267 1.2871
17 C -1.0529 -0.8293 -1.1323
18 H 1.1753 0.2127 6.1230
19 O -1.9202 3.4323 1.0747
20 C 0.1139 -0.8361 4.8755
21 C -0.0990 1.9101 0.9730
22 C -0.5367 -1.3857 0.0301
23 H -0.7878 -0.6161 4.3000
24 H -1.3832 5.5235 0.1980
25 C -0.3177 6.1991 1.9180
26 H 0.2941 6.0722 -0.1411
27 H 4.0531 1.4064 -2.7974
28 C -0.2397 -0.5516 1.2593
29 C -0.3496 5.5488 0.5687
30 H 1.0838 0.8138 3.2523
31 H -0.8151 5.6393 2.6981
32 H -0.6815 -1.0752 2.1142
33 H 1.6622 0.8155 -2.6529
34 H 2.1479 -1.4298 4.5724
35 H -1.6868 -1.1725 -3.1506
36 C -1.0096 -2.9644 -2.1959
37 H 1.0204 -2.1339 3.4228
38 C -0.8361 0.8157 1.1793
39 H 2.9113 0.8217 0.7808
40 C -0.5073 -3.5465 -1.0458
41 C 0.2570 7.3599 2.1649
42 H -0.1032 -1.6775 5.5512
43 H -0.3002 -4.6054 -1.0160
44 Br -1.3244 -4.0487 -3.7313
45 H 4.2740 1.1163 -1.0714
46 C 1.2790 -0.4311 1.5009
47 H -1.2654 0.2276 -1.1727
48 O 0.3673 0.3343 5.6117
49 C -1.2898 -1.6113 -2.2479
50 H 2.6841 0.1299 3.0081
51 O 0.1436 4.2088 0.6289

Values from the calculation:
- Electronic energy: -101424.602 eV
- Structure (SMILES): C=CCOC(=O)C1=C[C@@H](c2ccc(Br)cc2)[C@H](CCCO)[C@@H](OCC)O1
- 2S+1: 1
- Orbital gap: 9.4 eV
- E_LUMO: 0.70 eV
- Charge: 0

---

2.
DFT (wB97M-V/def2-TZVPD) results for a cluster of 14 separate species, C20H25Cl39FN4O2 in total.

Positions of all 91 atoms, in Å:
1 H 4.6915 -0.7281 0.6425
2 H 6.5470 -1.2408 0.6879
3 C 5.9855 0.1853 -1.0663
4 Cl -5.3359 -3.4176 -0.0087
5 Cl 0.4455 -9.3548 -5.4254
6 H -4.6046 -9.3535 -1.7207
7 H 0.6477 11.3203 7.3711
8 C -0.9758 -2.3043 4.9749
9 H -5.2134 0.6175 -3.3772
10 C 3.0045 -0.6545 -2.6367
11 Cl 1.7899 -8.3724 -1.9692
12 C 6.3700 5.0661 1.1456
13 C -4.8308 -0.4033 -3.4549
14 Cl 2.7985 10.3715 7.2024
15 H 5.4416 -2.0392 -0.6173
16 H 3.7452 -1.4788 -2.1939
17 Cl 3.9942 -6.5421 -2.4932
18 H -8.6288 4.8538 -0.9942
19 C 1.2214 0.3306 -0.9251
20 Cl -2.3906 -3.3309 1.4531
21 Cl -6.8789 -9.1036 -1.1556
22 H 7.0535 0.5971 -0.7290
23 C -2.5799 2.0097 -0.5173
24 Cl 4.6599 5.3444 0.7750
25 Cl 2.0231 6.0425 2.2861
26 H 0.6712 7.8476 2.9702
27 H -3.3810 6.5380 1.4446
28 Cl -5.4996 -1.1401 -4.9208
29 Cl -4.5479 -8.1095 0.2802
30 N 1.1713 1.3380 0.2112
31 H -0.4773 -2.1879 4.0092
32 Cl -1.0276 6.5943 1.5584
33 Cl -6.0531 -4.6439 2.5340
34 Cl -3.0627 -0.3313 -3.5459
35 H 0.3046 -11.7052 -5.5282
36 Cl 0.5177 9.4001 8.7313
37 H 5.0742 2.0491 -2.0800
38 Cl -6.4973 5.4040 -0.1524
39 O 0.8462 -0.9496 -4.1450
40 C 4.9700 1.4717 -1.0412
41 C -0.8555 -3.2783 0.5699
42 Cl 1.4350 -5.5104 -1.5608
43 Cl -4.2900 2.2880 -0.8878
44 H 5.3577 2.2090 -0.1911
45 H 3.5931 -0.0540 -3.4504
46 C 1.0304 10.2994 7.2934
47 Cl -2.7345 7.2110 -0.7196
48 H 0.2601 -0.2707 -1.2161
49 Cl -7.1355 -5.7071 0.0478
50 Cl -1.9590 3.2822 0.5480
51 Cl -2.8902 8.8292 1.6971
52 Cl 0.2662 -2.4462 6.2306
53 O 1.4800 -2.9306 -2.9081
54 C 0.1840 -10.9648 -4.7332
55 Cl -1.1142 -2.7308 -1.0953
56 C 2.6327 1.8182 0.2171
57 N 2.6459 0.2673 -1.4913
58 Cl 1.3810 -11.3011 -3.4709
59 N 3.0010 2.7739 1.1350
60 Cl 0.3032 -2.2245 1.3983
61 H 1.9012 -6.6477 -3.5716
62 H -2.0157 2.0382 -1.4530
63 Cl -1.4592 -11.1040 -4.0854
64 Cl 6.9909 6.3385 2.2108
65 H 2.0557 -3.1236 -2.0885
66 H -4.8820 -5.6088 0.7306
67 F 6.1484 -0.2618 -2.4711
68 Cl -7.4868 5.6952 -2.8763
69 C 2.2356 -6.7540 -2.5364
70 C 1.7230 -1.4927 -3.2600
71 C -5.7377 -4.9341 0.8147
72 C 5.6111 -1.0196 -0.0197
73 H 2.3211 3.4648 1.5662
74 Cl 0.3615 9.5626 5.8274
75 Cl -5.3435 -1.3027 -2.0169
76 Cl -1.9715 -3.7686 4.9163
77 C -7.6083 4.7625 -1.3746
78 Cl -4.9439 -10.9766 -0.0459
79 H -0.4410 -4.2892 0.5395
80 H 4.0123 2.9171 1.3941
81 Cl -1.9857 -0.8761 5.2575
82 Cl -7.2769 3.0486 -1.6782
83 N 3.5092 1.1355 -0.8402
84 Cl 1.8132 8.6890 1.0881
85 H 6.9342 5.0945 0.2099
86 C 1.6917 7.7563 2.5897
87 Cl 6.5949 3.4715 1.8847
88 Cl 2.8027 8.3978 3.8119
89 Cl -2.3550 0.4151 0.2219
90 C -2.6108 7.2045 1.0479
91 C -5.1688 -9.3820 -0.7850

Values from the calculation:
- Electronic energy: -522278.586 eV
- 2S+1: 1
- Orbital gap: 8.7 eV
- E_LUMO: -3.52 eV
- Charge: +1

---

3.
DFT (wB97M-V/def2-TZVPD) results for a cluster of 6 separate species, C20H25ClN5 in total.

Positions of all 51 atoms, in Å:
1 H 0.8265 3.7442 3.4445
2 H 3.9180 1.9699 0.2820
3 C -1.9744 2.1405 0.9531
4 H 1.5989 2.6007 5.8295
5 C -1.5812 0.9015 0.5270
6 C -1.8636 -1.6189 -4.2485
7 H 2.5357 0.4171 -1.4745
8 H -0.9694 -2.1333 0.8598
9 N 3.0280 1.9855 -2.8426
10 C 1.3714 0.7231 4.6740
11 C 1.0652 0.4921 3.3626
12 N 0.7577 1.7033 2.8040
13 H -1.5378 -3.4774 -5.4433
14 H 1.6122 -0.0023 5.4361
15 C -0.5649 -3.2624 -3.4816
16 H -2.7863 2.3868 1.6185
17 H -4.2356 -3.9035 2.8204
18 C 4.2664 3.2376 -1.4931
19 H 2.4533 1.7606 -3.6315
20 C -1.3557 -2.8917 -4.5591
21 H -1.9645 -0.0899 0.6895
22 H 0.7762 2.7149 -0.7914
23 C -2.4897 -2.7735 2.2175
24 C -0.0925 2.3754 -0.2506
25 C -1.3754 -1.2327 -3.0218
26 H 0.1873 0.2865 -0.4596
27 H 0.0359 -4.1429 -3.3205
28 H 0.3333 1.8367 1.8927
29 C 0.9603 2.7105 3.7083
30 H 4.8125 4.0983 -1.1433
31 C 1.3576 2.1120 4.8995
32 C 3.7859 3.1226 -2.7866
33 C -2.2397 -3.6915 0.2375
34 H -2.3485 -2.0938 3.0446
35 H -4.0148 -5.0011 0.3164
36 H -1.4855 -0.3722 -2.3835
37 C -3.5187 -3.6524 2.0537
38 N -0.4296 1.0563 -0.2057
39 C 3.8209 2.1097 -0.7827
40 H 3.8712 3.7900 -3.6280
41 C 3.0821 1.3316 -1.6462
42 N -0.6086 -2.2738 -2.5628
43 H 0.9911 -0.4244 2.7990
44 H -2.4543 -1.0071 -4.9154
45 N -1.6960 -2.7952 1.0991
46 C -1.0302 3.0807 0.4775
47 H -0.9699 4.1331 0.7021
48 H -0.0674 -2.2356 -1.7022
49 Cl 1.4346 -1.7129 0.0219
50 C -3.3800 -4.2626 0.7702
51 H -1.8479 -3.7703 -0.7666

Values from the calculation:
- Electronic energy: -41120.998 eV
- 2S+1: 1
- Orbital gap: 8.4 eV
- E_LUMO: 2.92 eV
- Charge: -1

---

4.
DFT (wB97M-V/def2-TZVPD) results for a structure of composition C20H25FeN2O4.

Positions of all 52 atoms, in Å:
1 O 3.1603 4.7627 1.5457
2 N 1.6815 -1.6155 -3.3063
3 C 1.6177 1.2592 4.2729
4 C 0.1599 1.1930 2.2113
5 H 1.1635 -2.7111 -5.0413
6 C 1.2681 3.8417 4.4796
7 H 4.4028 1.4615 2.1941
8 C -0.5013 -0.4360 -3.1015
9 H -1.3293 -1.2186 0.8396
10 C 1.7805 -1.7383 -1.8307
11 C 2.4487 4.0399 2.0629
12 C -4.4137 -1.3797 -1.3955
13 H -2.9111 -2.5440 -2.4318
14 C -3.0524 -1.5216 -2.0709
15 Fe 1.3085 2.8318 2.8949
16 C -2.0595 -1.7210 0.1968
17 C 1.1884 -2.8480 -3.9620
18 C 0.3756 1.0874 3.6090
19 H 0.1845 -3.0889 -3.6182
20 C -3.4690 -1.5238 0.7516
21 H -3.6060 -2.0318 1.7153
22 C 2.5298 1.3409 1.2243
23 H 3.0421 1.3948 0.2705
24 H 2.2668 -2.6920 -1.5946
25 H -0.5084 0.9464 4.2399
26 H -0.8831 1.1507 1.8818
27 H 1.4680 0.4713 -3.2289
28 H -0.9155 0.5769 -3.0241
29 H -1.1343 -0.9668 -3.8208
30 N -1.9189 -1.1958 -1.1746
31 O 1.2385 4.4344 5.4508
32 C 3.3345 1.3801 2.3611
33 H 2.4475 -0.9513 -1.4629
34 H -3.6909 -0.4637 0.9146
35 C -0.6234 -1.0988 -1.7584
36 C 0.4538 -1.6437 -1.1706
37 H 0.6950 1.5147 0.1873
38 H -1.8076 -2.7847 0.1845
39 H -3.0097 -0.8670 -2.9456
40 H -4.6721 -0.3282 -1.2307
41 O -4.4499 -2.0318 -0.1372
42 C -0.2259 3.7814 2.3838
43 H 1.5810 1.2635 5.3676
44 H 1.8438 -3.6850 -3.7321
45 H -5.2165 -1.8116 -2.0079
46 H 0.3471 -2.1045 -0.2061
47 C 2.8964 1.4978 3.6969
48 H 3.6918 1.6712 4.4271
49 C 1.1223 1.4123 1.1879
50 H 0.9396 -0.2628 -4.7325
51 O -1.1689 4.3397 2.0768
52 C 0.9293 -0.3875 -3.6434

Values from the calculation:
- Electronic energy: -66690.512 eV
- 2S+1: 5
- <S²>: 6.148
- Orbital gap (alpha / beta): 5.7 / 4.0 eV
- E_LUMO (alpha / beta): -2.44 / -6.62 eV
- Charge: +1

---

5.
DFT (wB97M-V/def2-TZVPD) results for a structure of composition C20H25N2O2.

Positions of all 49 atoms, in Å:
1 H -6.5050 -3.7120 -0.8888
2 H -2.2303 0.4772 1.7467
3 H -4.6259 -7.7161 -0.9058
4 C -0.1660 -0.5527 0.1171
5 H -2.8535 -0.8325 0.2625
6 C -3.1988 -2.8700 -0.4163
7 H -1.5749 -4.2734 -0.7431
8 H 0.0956 -2.3945 2.5769
9 H 5.8537 -3.1271 -0.5223
10 C 5.9744 -2.4011 -1.3407
11 H 5.5941 -2.8257 -2.2824
12 H -0.9089 1.6789 1.9089
13 H -0.5179 -2.6322 -0.5741
14 H 2.8859 0.0999 2.9769
15 H -2.9736 -6.1146 -1.4964
16 N -0.2952 -0.3741 1.9919
17 C -1.0015 -1.7164 -0.2009
18 C -5.4210 -3.7807 -0.8506
19 H -0.5378 -1.3551 3.9316
20 C 3.1894 -2.1863 -0.6041
21 H 1.2596 -2.8949 -0.1340
22 C 4.0417 -1.0748 -0.6869
23 O 5.3552 -1.1400 -1.0261
24 C 1.9577 -0.4619 2.7911
25 H 3.5286 -3.1969 -0.8064
26 H -1.6418 -1.9028 2.6128
27 H 1.8166 1.4216 -0.0039
28 C -4.8461 -5.0315 -1.2016
29 H -0.5964 0.4282 -0.1482
30 H 2.0184 -1.5438 3.0324
31 H -4.6182 -7.3851 -2.6754
32 N 0.9788 0.1756 2.2719
33 C 1.8484 -1.9841 -0.3169
34 C 3.5253 0.2206 -0.4231
35 H 7.0271 -2.1335 -1.4593
36 H -1.5181 0.8276 3.3380
37 C -2.3524 -1.7442 -0.0797
38 H 4.2262 1.0497 -0.4456
39 H -6.1220 -7.9492 -1.8707
40 C 1.2881 -0.6979 -0.2014
41 H -5.0847 -1.8066 -0.1282
42 C 2.1708 0.4129 -0.2289
43 C -1.3022 0.7265 2.2626
44 C -5.2170 -7.3508 -1.7562
45 C -0.6121 -1.5903 2.8409
46 C -4.6146 -2.7433 -0.4429
47 O -5.7209 -6.0207 -1.5238
48 C -3.4419 -5.1739 -1.2031
49 C -2.6471 -4.1202 -0.7914

Values from the calculation:
- Electronic energy: -28211.122 eV
- 2S+1: 1
- Orbital gap: 7.2 eV
- E_LUMO: -3.48 eV
- Charge: +1

---

6.
DFT (wB97M-V/def2-TZVPD) results for an isolated molecule of C20H25N3O2.

Positions of all 50 atoms, in Å:
1 C 3.7512 0.8903 -0.0285
2 H -5.7351 -1.1729 -0.8468
3 H -0.8551 -0.9727 1.2838
4 C -3.0169 -1.3427 -1.1852
5 C -5.8722 -0.0983 -0.9347
6 H 4.7538 2.6842 0.4970
7 H 5.2117 -1.8788 -1.2996
8 C -5.0387 0.6216 0.0860
9 H -2.9840 -3.1146 0.7799
10 H -0.7061 -2.7328 1.5051
11 C -4.7818 2.5398 1.5378
12 H -5.1289 3.5060 1.8726
13 C 0.5803 -2.2601 -0.7234
14 C 7.2494 3.2259 0.3195
15 N -0.8371 -2.1377 -0.4834
16 H -5.6116 0.2040 -1.9499
17 H -3.5232 -0.6132 -1.8135
18 O 7.2928 1.9127 -0.1829
19 C -1.1918 -1.9509 0.9141
20 C 6.2316 -0.0842 -0.7766
21 H 8.2776 3.5837 0.2972
22 C 5.1137 -0.8767 -0.9054
23 H -3.2600 -2.3534 -1.5335
24 H -1.2481 -0.1129 -0.9858
25 H -1.1942 -1.2718 -2.3402
26 C 3.8575 -0.3989 -0.5322
27 C -3.6731 1.9511 2.1168
28 O 1.0067 -0.0006 0.0629
29 H -2.3531 0.2898 2.1278
30 H 6.8807 3.2506 1.3501
31 H -6.9239 0.1380 -0.7831
32 C -5.4567 1.8640 0.5369
33 H 2.9914 -2.1619 -1.0668
34 H 0.7201 -2.5046 -1.7828
35 H -3.1428 2.4525 2.9134
36 N -3.4694 -1.2153 0.1843
37 H 6.6273 3.8754 -0.3049
38 C 4.8750 1.6884 0.1017
39 C 1.4448 -1.0317 -0.3966
40 C 6.1265 1.2122 -0.2698
41 H -6.3467 2.3012 0.1051
42 H 2.7872 1.2712 0.2626
43 H -3.0172 -1.9161 2.0890
44 C -1.5022 -1.1365 -1.3001
45 C -3.2282 0.7219 1.6690
46 N 2.7570 -1.2548 -0.6871
47 H 0.9490 -3.1032 -0.1274
48 C -3.8787 0.0472 0.6355
49 H 7.2056 -0.4474 -1.0632
50 C -2.7140 -2.0871 1.0552

Values from the calculation:
- Electronic energy: -29711.001 eV
- Structure (SMILES): COc1ccc(NC(=O)CN2CCN(c3ccccc3C)CC2)cc1
- 2S+1: 1
- Orbital gap: 8.2 eV
- E_LUMO: 0.63 eV
- Charge: 0

---

7.
DFT (wB97M-V/def2-TZVPD) results for an isolated molecule of C20H25N3O2.

Positions of all 50 atoms, in Å:
1 H -3.5351 3.7224 1.8776
2 N -1.3021 1.7314 0.0641
3 C 0.7730 -1.5933 -0.8122
4 H -6.0565 1.2559 2.5387
5 C -1.0802 2.5517 1.2265
6 H 2.3593 -3.5908 0.6074
7 C -4.1363 -0.2810 1.3367
8 H -0.0586 2.3707 1.5646
9 H 6.6113 -1.7721 -3.2971
10 H 4.2959 -2.0868 0.7606
11 C 3.4679 -1.8052 0.0977
12 O -3.9809 2.1176 0.7611
13 C 2.5167 -0.8991 0.8788
14 C -0.6147 0.6141 -0.1951
15 N 0.5348 0.4002 0.4613
16 H -4.7770 -1.1432 1.1725
17 C 2.7203 -3.0880 -0.2961
18 H 2.9741 0.0666 1.1007
19 H 3.3741 -3.7810 -0.8277
20 N -1.1278 -0.1928 -1.1442
21 H -4.1786 2.3637 2.8155
22 C 1.5108 -2.8053 -1.1645
23 C 5.7551 -1.2769 -2.8628
24 H 2.2823 -1.3735 1.8378
25 H 3.7357 1.3817 -3.3313
26 H 2.7177 0.4925 -1.3073
27 C 1.2261 -0.6801 0.1534
28 C 5.1768 -1.7833 -1.7148
29 H 5.6841 0.2612 -4.3527
30 O 1.1703 -3.5501 -2.0598
31 C -3.5096 2.6322 1.9922
32 H -6.8510 0.4217 1.2070
33 H -0.8490 -1.9225 -2.1937
34 C -4.8154 0.9659 0.7702
35 H 5.5913 -2.6708 -1.2567
36 C 4.1455 0.4891 -2.8814
37 C -6.1600 1.2218 1.4562
38 H -3.9656 -0.1811 2.4067
39 H -2.2231 1.7996 -0.3520
40 C -0.4370 -1.2670 -1.4372
41 H -1.7859 2.7386 3.2542
42 H -2.0249 1.1408 2.5365
43 H -3.1881 -0.4566 0.8340
44 H -1.1913 3.6011 0.9388
45 C 4.0706 -1.1686 -1.1353
46 C -2.0747 2.2125 2.3428
47 H -4.9964 0.8087 -0.3003
48 C 3.5665 -0.0212 -1.7311
49 C 5.2372 -0.1369 -3.4538
50 H -6.5775 2.1654 1.1134

Values from the calculation:
- Electronic energy: -29712.061 eV
- Structure (SMILES): CC(C)OCCCNc1ncc2c(n1)C[C@H](c1ccccc1)CC2=O
- 2S+1: 1
- Orbital gap: 9.1 eV
- E_LUMO: 0.63 eV
- Charge: 0

---

8.
DFT (wB97M-V/def2-TZVPD) results for an isolated molecule of C20H25N3O3.

Positions of all 51 atoms, in Å:
1 H 3.5988 3.0548 -1.0437
2 H -6.1166 2.5416 1.1226
3 C 5.4307 -2.3703 1.1924
4 H 6.0168 2.7192 -1.3681
5 C -4.7430 -0.8383 -0.0966
6 H 4.7490 -3.0546 0.6808
7 H -3.8103 -3.1526 -2.1780
8 C 5.9982 0.7467 -0.5553
9 H -6.6403 -1.6362 0.3951
10 H 1.7309 -1.2078 -1.0091
11 H 6.2972 -2.9303 1.5473
12 C -4.4387 1.4976 0.3281
13 C 4.0562 2.1155 -0.7681
14 C 3.2556 1.1045 -0.2329
15 C -4.1718 -2.1489 -1.9613
16 H -0.4235 2.7342 0.0510
17 C -1.0360 1.8739 0.3200
18 C -1.8237 1.3645 -0.9012
19 H -3.4496 -1.4108 -2.3214
20 C 1.8495 1.3996 -0.0427
21 H 4.9134 -1.9158 2.0389
22 N -2.5929 0.1775 -0.5981
23 H -1.6721 -0.1420 1.9604
24 H 7.0585 0.5809 -0.6600
25 H -2.3312 -1.7474 0.1784
26 H -2.4781 2.1396 -1.3012
27 H -7.5483 0.5212 1.2264
28 H -0.2650 -1.1435 1.5019
29 C -5.7379 1.5857 0.7916
30 H 3.0907 -2.3519 -1.1311
31 C 5.4119 1.9319 -0.9441
32 H -3.8401 2.3947 0.3178
33 H -5.1295 -1.9882 -2.4684
34 H -1.1045 1.0904 -1.6839
35 C 3.8456 -0.1274 0.1137
36 C -3.8921 0.2868 -0.1050
37 O 3.0679 -1.1767 0.5810
38 N -0.2042 0.8046 0.8381
39 C -1.7356 -0.8737 -0.0774
40 C 5.2304 -0.2884 -0.0167
41 C -6.5392 0.4615 0.8497
42 O 5.9542 -1.3952 0.3169
43 N 1.0558 0.5787 0.5266
44 C 2.3869 -1.8708 -0.4388
45 O -4.3302 -2.0819 -0.5589
46 H -1.0168 -1.1475 -0.8586
47 H 1.7888 -2.6327 0.0587
48 H 1.5465 2.3929 -0.3927
49 C -0.9652 -0.3825 1.1591
50 C -6.0340 -0.7430 0.3936
51 H -1.7223 2.1697 1.1193

Values from the calculation:
- Electronic energy: -31755.502 eV
- Structure (SMILES): COc1ccccc1N1CCN(/N=C/c2cccc(OC)c2OC)CC1
- 2S+1: 1
- Orbital gap: 8.0 eV
- E_LUMO: 0.70 eV
- Charge: 0